151
Properties=species:S:1:pos:R:3:forces:R:3:mulliken_spin:R:1 method="wB97M-V/def2-TZVPD" total_charge=+1 s2=0.76 e_tot_ev=-76999.569 homo_ev="-10.82 / -10.82" spin_multiplicity=2
O -15.8633 -12.4778 0.0921 -0.34 0.18 -0.28 0.000
O -14.2704 -5.7816 1.1346 1.37 0.95 0.55 0.002
O -18.3341 -9.6501 -2.1921 0.49 -0.39 0.38 0.015
O -17.8756 -5.0475 -0.3909 -0.94 0.26 -0.61 0.261
O -9.8864 -10.1666 -3.5797 -0.57 1.10 -0.92 0.000
O -17.7439 -8.7008 2.9063 -0.89 1.30 0.30 -0.002
O -12.4479 -7.3315 -4.7486 0.77 -0.02 1.05 0.000
O -13.3757 -9.0803 5.4959 0.56 -1.06 1.27 0.000
O -20.1917 -5.2388 -4.1734 0.67 0.50 0.49 0.001
O -16.0881 -8.7361 -3.3559 0.56 -0.49 -0.76 0.007
O -13.7713 -4.1656 -1.1636 -0.53 -0.01 -1.01 0.002
O -17.7589 -5.5507 -5.8021 -0.51 -0.34 1.94 0.000
O -13.3683 -8.0227 -7.4151 -1.59 -0.51 -0.06 0.000
O -15.4103 -11.7383 -4.0771 -0.40 -0.77 0.01 0.000
O -19.3423 -10.9362 4.0387 -0.26 0.72 -0.88 0.002
O -11.6839 -11.8100 0.4056 0.90 -0.13 -0.22 0.000
O -15.4782 -9.1650 -0.5303 -0.64 -0.71 0.39 -0.009
N -9.9484 -12.7824 2.4067 0.26 -0.65 0.63 0.000
N -17.9286 -7.8887 -0.0059 -1.13 -1.95 0.32 0.652
N -16.1347 -7.2181 -7.5349 -0.06 0.34 -0.46 0.000
N -10.3669 -11.6185 -6.8463 -0.72 -0.64 -0.73 0.000
N -15.0587 -8.2421 2.2574 -1.15 1.25 0.69 -0.002
C -13.0816 -9.4135 2.4968 0.24 -0.88 0.37 0.000
C -18.9924 -10.7782 2.6578 1.69 -0.70 0.38 0.001
C -12.1250 -6.0134 -4.2326 -1.59 -0.85 -0.88 0.000
C -12.4415 -11.7703 -0.7838 0.26 0.09 0.29 0.000
C -15.2912 -7.8956 -2.5557 -0.60 -0.04 -0.30 -0.020
C -14.5730 -8.6267 -1.4530 1.28 1.70 -0.90 0.002
C -18.2437 -10.9522 -1.6170 -0.30 -0.66 -0.51 0.004
C -16.8771 -9.2505 -6.4629 0.12 0.11 -0.13 0.000
C -10.2835 -10.1352 -4.9869 0.32 -2.61 2.20 0.000
C -15.6896 -8.3144 -6.7011 0.84 -0.93 -1.35 0.000
C -12.1148 -8.4162 -7.9514 -0.06 -0.75 0.55 0.000
C -13.1548 -8.4877 6.7931 -0.73 -0.34 -0.30 0.000
C -20.2518 -7.4652 0.1637 -0.60 0.16 -0.25 0.012
C -13.2553 -5.2033 1.9942 -0.40 1.45 0.01 0.000
C -19.2181 -8.4945 -0.2505 -0.97 1.66 -1.20 -0.024
C -17.3229 -4.5438 0.7824 0.16 0.50 0.76 0.029
C -10.0364 -11.5993 -5.4455 1.56 1.37 -0.54 0.000
C -15.0693 -12.5551 1.2773 -0.27 1.46 -0.44 0.000
C -17.6029 -10.0538 2.6150 -1.13 -1.13 -0.23 0.002
C -13.9923 -11.8270 -4.1273 -0.29 0.68 -0.08 0.000
C -14.7021 -4.0942 -2.2309 -0.21 0.60 -0.95 -0.001
C -8.5437 -12.0535 -5.2949 -1.27 0.97 0.72 0.000
C -14.4497 -9.0440 -7.3599 0.41 1.17 1.20 0.000
C -14.0467 -8.2552 4.6086 0.49 0.75 -0.92 0.000
C -10.3275 -12.2089 0.1035 -0.01 1.29 0.09 0.000
C -14.3327 -8.9942 3.2741 1.17 -0.18 -0.06 0.000
C -9.4457 -11.9765 1.3011 0.69 -0.51 1.05 0.000
C -7.9612 -12.3304 0.9934 -0.75 -0.66 -0.54 0.000
C -17.9389 -6.0643 -4.4588 0.09 1.10 -0.70 0.003
C -10.3490 -8.9541 -3.0205 0.31 0.04 1.01 0.000
C -18.8565 -5.1386 -3.6556 -0.12 -2.03 -0.93 0.003
C -19.4212 -8.8947 -1.7418 0.62 0.20 0.14 0.042
H -16.9359 -10.4387 3.3863 -0.04 -0.82 -0.31 -0.001
H -18.4479 -4.1287 -3.6188 -0.20 0.07 0.14 0.001
H -18.9303 -11.7869 2.2493 0.42 -0.08 -0.37 0.000
H -15.0079 -5.0195 -2.7192 -0.01 -0.71 0.67 0.000
H -15.9920 -8.1120 2.6210 -0.09 0.68 0.30 -0.002
H -15.6105 -13.0643 2.0747 0.59 -0.66 -0.09 0.000
H -13.6153 -11.8050 -5.1498 -0.03 0.06 -0.18 0.000
H -14.0334 -12.7771 1.0208 -0.13 -0.82 0.55 0.000
H -9.5052 -10.9751 1.7276 0.08 0.77 -1.16 0.000
H -12.4375 -9.0694 7.3720 0.05 -0.11 -0.46 0.000
H -13.8637 -9.3733 -1.8102 -0.18 -0.13 -0.17 0.001
H -17.2986 -9.6333 -7.3924 0.42 -0.06 -0.40 0.000
H -12.1992 -5.4423 1.8688 -0.16 -0.73 -0.80 0.000
H -16.9931 -6.1611 -3.9257 0.41 0.25 -0.03 -0.001
H -12.1330 -8.7123 -9.0003 -0.31 0.19 -0.17 0.000
H -15.6726 -10.8166 -4.0198 0.19 0.36 -0.03 0.000
H -11.6344 -5.4019 -4.9899 0.42 -0.05 0.28 0.000
H -9.9522 -11.5450 -0.6752 -0.05 -0.01 -0.42 0.000
H -9.8162 -8.0911 -3.4199 0.05 0.12 -0.22 0.000
H -8.3203 -12.0434 -4.2281 0.36 -0.62 -0.07 0.000
H -20.2358 -6.6592 -0.5699 0.09 0.08 -0.17 0.011
H -15.9683 -7.1645 -2.1140 0.02 0.39 0.45 0.016
H -11.8630 -11.3575 -1.6104 0.14 0.05 -0.17 0.000
H -13.6296 -10.9419 -3.6048 0.71 -0.22 0.14 0.000
H -20.2808 -11.1280 3.9760 -0.24 -0.13 0.75 0.000
H -11.3526 -9.9237 -4.9637 -0.04 0.22 -0.61 0.000
H -11.7729 -9.2798 -7.3810 0.33 -0.12 -0.04 0.000
H -14.9659 -7.8692 5.0493 -0.36 0.15 0.02 0.000
H -11.4173 -8.7918 -3.1634 -0.12 -0.10 -0.26 0.000
H -7.8754 -13.3784 0.7061 -0.41 -0.21 -0.22 0.000
H -14.3198 -3.5829 -3.1144 0.70 0.44 0.40 0.000
H -16.3048 -4.2011 0.5977 0.28 -0.25 0.12 0.021
H -13.3163 -4.1273 1.8311 0.08 0.08 -0.23 0.000
H -14.0908 -8.5002 7.3515 -0.21 -0.01 0.07 0.000
H -9.4243 -12.4553 3.2056 0.26 -0.41 0.44 0.000
H -19.4472 -7.9889 -2.3475 -0.08 0.04 -0.08 -0.005
H -13.2832 -11.0996 -0.6116 -0.27 -0.32 0.03 0.000
H -17.8876 -3.6851 1.1456 -0.24 -0.14 -0.22 0.000
H -17.7752 -7.8141 0.9896 -0.01 0.85 0.80 -0.019
H -17.3029 -6.2771 -6.2335 0.53 0.01 -1.22 0.000
H -10.1728 -8.9643 -1.9449 0.18 -0.17 0.09 0.000
H -21.2644 -7.8666 0.1238 0.06 -0.05 0.38 -0.003
H -19.7658 -10.2796 2.0735 0.00 0.53 0.18 -0.002
H -15.2972 -6.8266 -7.9416 0.19 0.64 0.09 0.000
H -15.2966 -7.8311 -5.8066 -0.11 -0.46 0.42 0.000
H -7.6217 -11.7686 0.1232 0.21 0.25 0.22 0.000
H -17.4715 -11.5028 -2.1543 0.18 0.21 0.15 0.001
H -16.8868 -8.9714 -2.8780 -0.39 -0.13 0.08 -0.001
H -16.6386 -10.1264 -5.8596 -0.07 0.23 0.20 0.000
H -13.9772 -7.8389 -0.9922 0.09 -0.14 0.62 0.001
H -17.7215 -8.6788 -6.0778 0.15 -0.04 0.58 0.000
H -12.8248 -7.3404 -5.6314 -0.14 0.42 -0.47 0.000
H -15.7941 -13.2862 -0.4210 0.10 -0.14 0.07 0.000
H -12.7367 -12.7879 -1.0393 -0.40 -0.02 -0.27 0.000
H -11.4171 -7.5912 -7.8078 -0.14 0.02 -0.05 0.000
H -20.0233 -6.9717 1.1084 -0.18 -0.38 0.22 -0.002
H -12.8369 -7.4453 6.7690 0.25 0.07 -0.44 0.000
H -13.4500 -9.8617 1.5740 0.29 -0.20 -0.10 0.000
H -15.6713 -10.0442 -0.8640 -0.19 -0.65 0.21 0.003
H -8.4339 -13.0004 -5.8235 0.21 -0.16 0.46 0.000
H -11.5978 -6.1218 -3.2848 0.26 -0.03 -0.34 0.000
H -10.1792 -12.5759 -7.1076 -0.27 -0.20 -0.70 0.000
H -7.2374 -12.3055 1.8080 -0.35 0.78 0.25 0.000
H -10.2624 -13.2359 -0.2560 -0.15 -0.22 0.17 0.000
H -19.1640 -11.5179 -1.7626 -0.30 0.13 -0.21 -0.002
H -9.6729 -11.0842 -7.3493 0.14 0.23 -0.16 0.000
H -15.0143 -11.5154 1.5999 0.03 0.16 0.22 0.000
H -17.6957 -5.9867 -0.4760 0.59 -0.72 -0.32 -0.005
H -18.3323 -7.0797 -4.5052 -0.44 -0.08 0.07 0.000
H -17.1811 -8.4610 -0.3716 1.37 0.17 -0.97 -0.093
H -15.6081 -3.5362 -1.9943 -0.18 -0.01 0.39 0.001
H -14.1885 -9.8553 -6.6805 0.50 -0.12 0.07 0.000
H -16.6232 -7.5734 -8.3443 -0.39 -0.21 -0.11 0.000
H -14.6178 -9.4883 -8.3410 -0.22 0.31 -0.20 0.000
H -15.2829 -8.8392 1.4743 0.78 -0.29 -0.34 0.003
H -12.4265 -8.5955 2.1973 -0.31 0.39 0.20 0.000
H -14.9675 -9.8358 3.5516 0.43 -0.60 0.16 0.000
H -10.8836 -12.4804 2.6397 -0.41 -0.05 -0.28 0.000
H -18.8697 -5.6482 -2.6922 -0.20 0.65 0.51 -0.003
H -18.0615 -10.9859 -0.5429 0.38 0.36 0.11 0.002
H -14.5291 -6.6186 1.5270 -0.19 -1.08 0.36 -0.002
H -18.0324 -8.6903 3.8218 -0.28 0.54 0.29 0.001
H -7.8760 -11.3220 -5.7502 -0.06 0.09 -0.19 0.000
H -17.1280 -10.0788 1.6342 -0.01 -0.55 -0.07 0.005
H -13.0915 -5.5548 -4.0236 0.11 0.48 0.24 0.000
H -20.1053 -4.9945 -5.0978 -0.18 0.03 -0.33 0.000
H -10.6820 -12.3148 -4.9361 -0.12 0.28 0.26 0.000
H -20.3208 -9.4806 -1.9302 -0.37 0.25 0.48 -0.003
H -19.3298 -9.4347 0.2896 0.38 -0.13 0.63 0.091
H -13.4045 -5.2698 3.0719 -0.70 -0.65 0.04 0.000
H -9.7074 -9.3941 -5.5410 0.02 0.02 -0.14 0.000
H -13.6478 -12.7615 -3.6846 -0.15 0.14 0.25 0.000
H -14.2113 -4.6733 -0.4778 0.23 -0.37 0.50 0.000
H -14.6345 -7.3175 -3.2058 0.35 -0.31 0.03 0.002
H -17.3378 -5.3177 1.5498 0.33 0.06 0.25 0.001
H -13.3339 -7.4429 4.4669 -0.40 0.75 -0.63 0.000
H -12.4346 -10.1410 2.9870 -0.21 -0.07 0.17 0.000